# 1
DFT (ωB97M-V/def2-TZVPD) results for a 2-piece molecular cluster, C4H12OS2 overall.

Last column: Löwdin charge in e.
Atoms and positions in Å:
1 C -1.396345 -0.002074 0.103569  -0.20
2 C -0.509685 -0.102204 -1.171150  -0.69
3 S 0.665544 1.149206 -1.163311  0.51
4 S 2.093684 0.783626 0.310829  0.50
5 C 3.303353 -0.220674 -0.559791  -0.65
6 C 4.570583 -0.589584 0.276739  -0.17
7 H -1.974115 -0.941634 0.099499  0.07
8 H -2.097955 0.842836 0.001169  0.07
9 H -0.876985 0.087366 1.072519  0.06
10 H -0.095696 -1.128073 -1.130351  0.07
11 H -1.232525 -0.064034 -2.008700  0.09
12 H 2.849344 -1.137363 -0.982891  0.07
13 H 3.676273 0.390696 -1.403950  0.06
14 H 5.028652 0.301966 0.737089  0.07
15 H 5.345772 -1.128773 -0.293321  0.07
16 H 4.201293 -1.249644 1.079589  0.06
17 O -7.821172 0.603906 1.646298  -0.09
18 H -7.158623 1.278876 1.374809  0.05
19 H -8.571402 1.125586 2.011348  0.05

Cartesian forces (eV/Å) of the 3 atoms listed first:
C -0.7525 -0.4531 -0.4156
C -1.8347 -2.2593 2.1843
S 2.1468 1.9389 -0.7061

The calculation puts the electronic energy at -28060.2691 eV. Its HOMO-LUMO gap is 0.3494 Eh. The HOMO energy comes out at -8.7 eV. For the lowest unoccupied orbital energy, the calculation gives 0.76 eV. As for the SMILES: CCSSCC.O.


# 2
DFT (ωB97M-V/def2-TZVPD) results for C34H25Br2Cl3N9O2S2Zr as an isolated structure.

Last column: Löwdin charge in e.
Atoms and positions in Å:
1 Zr 0.593518 1.616840 -0.028804  1.87
2 N -3.136140 3.625169 -1.292355  0.10
3 C -2.584973 2.718579 -0.501086  -0.07
4 N -1.296309 2.612998 -0.823031  -0.01
5 C -1.139253 3.530617 -1.834693  -0.29
6 N -2.236920 4.156583 -2.142762  0.19
7 C 0.182516 3.733035 -2.427363  -0.17
8 C 0.415940 4.502926 -3.558793  0.00
9 N 1.637549 4.637542 -4.057988  0.16
10 C 2.633058 4.014677 -3.441810  -0.05
11 C 2.418650 3.245373 -2.304420  -0.08
12 N 1.190222 3.107324 -1.792620  -0.01
13 H -4.098641 3.940660 -1.317293  0.20
14 H -3.108987 2.164130 0.262088  0.16
15 H -0.400252 5.005649 -4.064190  0.14
16 H 3.628352 4.130732 -3.852836  0.14
17 H 3.238304 2.744710 -1.802801  0.12
18 Br -1.869813 -0.122683 3.998033  0.89
19 C -0.986403 1.519797 3.874152  -0.60
20 C -0.959342 2.394173 4.986162  -0.12
21 C -0.347014 3.613656 4.909810  -0.60
22 Br -0.344843 4.739186 6.405108  0.92
23 C 0.283337 4.033575 3.698309  -0.16
24 C 0.924075 5.269790 3.497071  0.04
25 C 1.483230 5.562656 2.273401  0.00
26 C 1.414852 4.622385 1.249235  -0.10
27 N 0.830123 3.434151 1.391462  -0.02
28 C 0.257679 3.144296 2.609757  -0.16
29 C -0.382851 1.893575 2.708480  -0.35
30 O -0.321018 1.132968 1.572210  -0.30
31 H -1.439343 2.084650 5.904406  0.12
32 H 0.967068 5.986614 4.307083  0.11
33 H 1.971248 6.510066 2.095441  0.13
34 H 1.848498 4.841364 0.279957  0.11
35 Cl 3.875325 -3.988441 2.595594  0.76
36 C 2.504688 -3.944557 1.538044  -0.65
37 C 1.348166 -3.296800 1.940857  -0.11
38 C 0.254279 -3.301375 1.089042  -0.03
39 C 0.285522 -3.927239 -0.155528  -0.17
40 C -0.982502 -3.946349 -0.981921  -0.33
41 C -0.842897 -3.286456 -2.373458  -0.04
42 N -0.089823 -2.033407 -2.238456  -0.02
43 C 1.222149 -1.839095 -2.610325  0.00
44 C 1.597083 -0.644002 -2.100161  -0.10
45 N 0.512245 -0.086527 -1.422768  -0.12
46 C -0.481312 -0.983568 -1.534068  -0.11
47 O -1.406951 -5.268600 -1.099976  -0.09
48 C -2.726885 -5.495014 -1.628066  -0.11
49 C -3.757064 -4.491371 -1.201716  -0.34
50 C -4.071268 -4.176118 0.089025  -0.98
51 Cl -3.353023 -4.828106 1.501874  0.72
52 S -5.313658 -3.002140 0.205425  1.02
53 C -5.434522 -2.904306 -1.498953  -0.40
54 C -4.561349 -3.745105 -2.115023  -0.15
55 C 1.473851 -4.556103 -0.529481  -0.56
56 Cl 1.628174 -5.368075 -2.052077  0.81
57 C 2.580982 -4.572633 0.306203  -0.10
58 H 1.294334 -2.834376 2.916482  0.12
59 H -0.672626 -2.845726 1.421082  0.11
60 H -1.725601 -3.356085 -0.429088  0.12
61 H -1.824257 -3.062688 -2.791187  0.14
62 H -0.301381 -3.932244 -3.056944  0.11
63 H 1.763344 -2.572318 -3.184004  0.14
64 H 2.547672 -0.144561 -2.181114  0.12
65 H -1.469228 -0.888920 -1.110480  0.16
66 H -2.982109 -6.494724 -1.280639  0.15
67 H -2.685329 -5.523414 -2.720816  0.13
68 H -6.180915 -2.273631 -1.954534  0.07
69 H -4.514504 -3.871654 -3.188641  0.12
70 H 3.480607 -5.091387 0.005428  0.12
71 S 4.775512 0.804370 2.087523  1.18
72 C 3.908311 -0.639894 1.811187  -0.33
73 C 2.782345 -0.385306 1.106108  -0.21
74 N 2.628742 0.948523 0.753548  -0.19
75 C 3.633566 1.676653 1.224045  -0.46
76 H 4.240740 -1.592688 2.193669  0.02
77 H 2.049144 -1.123546 0.809038  0.09
78 H 3.724301 2.741245 1.065911  0.08

Cartesian forces (eV/Å) of the 3 atoms listed first:
Zr 0.0450 -0.0011 0.0391
N -0.0091 0.0262 -0.0140
C -0.0101 -0.0674 -0.0219

The calculation puts the electronic energy at -253753.1947 eV. Its HOMO-LUMO gap is 0.1892 Eh. The HOMO energy comes out at -14.7 eV. As for the charge: +3. For the lowest unoccupied orbital energy, the calculation gives -9.56 eV.


# 3
DFT (ωB97M-V/def2-TZVPD) results for one molecule with the formula C4H6O2.

Last column: Löwdin charge in e.
Atoms and positions in Å:
1 C 1.308155 -0.185347 -0.639320  0.00
2 C -0.423512 -0.540906 1.820691  0.07
3 O -0.620446 0.613820 1.271666  -0.12
4 C -1.160692 0.418164 -0.018715  -0.16
5 C -0.132945 -0.058509 -0.960054  -0.46
6 O -0.510252 -0.230897 -2.092163  0.09
7 H 1.463384 -1.107469 -0.086239  0.09
8 H 1.772041 -0.285369 -1.616724  0.09
9 H 1.712668 0.647593 -0.066143  0.09
10 H 0.096036 -0.279818 2.754918  0.03
11 H -1.574947 1.356767 -0.357536  0.14
12 H -1.929487 -0.348029 -0.010380  0.13

Cartesian forces (eV/Å) of the 3 atoms listed first:
C 0.3158 -0.3208 -0.0198
C 0.3319 -0.1863 0.7164
O -0.0490 -0.3972 0.5649

The calculation puts the electronic energy at -8336.6181 eV. Its HOMO-LUMO gap is 0.3482 Eh. The HOMO energy comes out at -9.2 eV. For the lowest unoccupied orbital energy, the calculation gives 0.31 eV.


# 4
DFT (ωB97M-V/def2-TZVPD) results for a 2-piece molecular cluster, C8H18NO overall.

Last column: Löwdin charge in e.
Atoms and positions in Å:
1 C -1.206520 -0.550235 1.219929  0.15
2 C -1.203054 0.199571 -2.984202  -0.14
3 C -1.956860 0.508110 -1.893348  -0.16
4 C -0.807029 -1.171520 -3.306636  -0.10
5 C 1.785291 -1.139601 1.402260  -0.02
6 C 1.537307 0.792530 -0.214148  0.04
7 C 1.769485 1.202348 2.314741  -0.03
8 C 1.230520 0.287853 1.248310  -0.55
9 N -0.265790 0.313027 1.448347  0.11
10 O -2.151102 -0.338063 -0.835287  -0.04
11 H -2.183019 -0.341851 1.405827  0.09
12 H -1.087933 -1.632756 1.063795  0.14
13 H -1.095797 1.029783 -3.577870  0.08
14 H -2.259464 1.507152 -1.721827  0.11
15 H -1.378926 -2.032442 -2.802557  0.11
16 H 0.258386 -1.358427 -3.357082  0.07
17 H -1.053617 -1.349741 -4.403759  0.11
18 H 1.581814 -1.750414 0.505512  0.10
19 H 2.815932 -1.131652 1.297172  0.07
20 H 1.390449 -1.657249 2.207516  0.07
21 H 0.791780 0.209974 -0.823050  0.09
22 H 2.476304 0.346409 -0.237767  0.07
23 H 1.276231 1.782223 -0.257241  0.06
24 H 2.791263 1.075626 2.317273  0.06
25 H 1.415404 2.294029 2.150332  0.13
26 H 1.395234 0.838088 3.358833  0.14
27 H -0.515096 1.228195 1.753109  0.15
28 H -1.904647 -1.184648 -1.165961  0.06

Cartesian forces (eV/Å) of the 3 atoms listed first:
C 3.0645 -0.4786 0.4893
C -2.4475 -0.6180 3.7234
C 2.3795 -0.2190 -1.5112

The calculation puts the electronic energy at -12116.3287 eV. Its HOMO-LUMO gap is 0.3053 Eh. The HOMO energy comes out at -12.3 eV. As for the charge: +1. For the lowest unoccupied orbital energy, the calculation gives -3.96 eV.


# 5
DFT (ωB97M-V/def2-TZVPD) results for a 2-piece molecular cluster, C2HNO2S overall.

Last column: Löwdin charge in e.
Atoms and positions in Å:
1 N -1.965920 0.080385 -0.123919  0.14
2 C -1.087170 0.887331 -0.093428  -0.86
3 S 0.204455 1.742108 -0.193046  0.77
4 H -2.912465 -0.015598 0.171103  0.08
5 O 1.319021 -1.593293 -0.601485  0.21
6 C 1.919603 -0.895827 0.078689  -0.51
7 O 2.522478 -0.205106 0.762085  0.18

Cartesian forces (eV/Å) of the 3 atoms listed first:
N 0.1636 0.1459 0.0349
C -0.6409 -0.9171 -0.2410
S 0.5253 0.8282 0.0415

The calculation puts the electronic energy at -18510.8185 eV. Its HOMO-LUMO gap is 0.3801 Eh. The HOMO energy comes out at -9.7 eV. For the lowest unoccupied orbital energy, the calculation gives 0.60 eV. As for the SMILES: N=C=S.O=C=O.


# 6
DFT (ωB97M-V/def2-TZVPD) results for an isolated ion of composition C8H9N2O4 and charge +1.

Last column: Löwdin charge in e.
Atoms and positions in Å:
1 N -0.635176 4.043698 -1.883173  0.21
2 C -0.746669 2.820615 -1.352044  -0.35
3 C 0.296119 2.016185 -1.017345  0.04
4 C 0.040110 0.705639 -0.427444  0.01
5 C -1.282005 0.330034 -0.119676  -0.13
6 C -2.325183 1.107265 -0.482489  -0.39
7 O -3.458145 0.889114 -0.291002  0.19
8 O -2.002127 2.441158 -1.045922  0.14
9 C -1.387017 -0.935809 0.538278  0.08
10 C -0.302330 -1.502362 1.159409  -0.19
11 N -0.237361 -2.802198 1.998434  0.29
12 O 1.004934 -1.147587 0.800129  0.03
13 C 1.152735 -0.380029 -0.344699  -0.31
14 O 0.896350 -1.153200 -1.490523  0.07
15 H 0.226326 4.397584 -2.111724  0.09
16 H -1.400409 4.385947 -2.468787  0.15
17 H 1.311545 2.130358 -1.392610  0.13
18 H -2.414668 -1.215432 0.838453  0.15
19 H 0.456689 -2.587796 2.731884  0.18
20 H 0.123653 -3.527444 1.323838  0.20
21 H -1.057630 -3.113265 2.428046  0.14
22 H 2.135876 0.011494 -0.373488  0.16
23 H 1.655848 -1.604550 -1.834870  0.11

Cartesian forces (eV/Å) of the 3 atoms listed first:
N -3.0408 -0.5418 -0.2908
C -1.0946 -0.2852 0.8201
C 1.5748 -3.5363 0.7428

The calculation puts the electronic energy at -19603.8283 eV. Its HOMO-LUMO gap is 0.2781 Eh. The HOMO energy comes out at -11.2 eV. As for the charge: +1. For the lowest unoccupied orbital energy, the calculation gives -3.62 eV. As for the SMILES: Nc1cc2c(c(=O)o1)C=C([NH3+])O[C@H]2O.


Question: Which of these has the lowest lowest unoccupied orbital energy?
Answer: C34H25Br2Cl3N9O2S2Zr